<1>
Molecular formula: C4H6N3
Method: DFT, ωB97M-V with the def2-TZVPD basis set

Computed properties:
E_LUMO in eV: -4.35
Kohn-Sham gap in eV: 8.575
Total charge: +1
HOMO in eV: -12.93

Last column: natural (NBO) charge in e.
Positions of all 13 atoms, in Å:
H -1.15 0.10 -0.20  0.222
C 1.56 -0.52 -0.78  0.319
H 0.58 0.04 2.16  0.417
H 3.50 -0.88 -3.77  0.266
C -1.63 0.12 0.75  0.099
H -2.57 1.81 0.50  0.426
N 0.98 -0.48 0.23  0.018
H -1.74 -0.74 1.41  0.233
N 0.34 -0.34 1.28  -0.554
C 2.18 -0.60 -1.95  -0.202
N -2.23 1.18 1.21  -0.694
C 2.81 -0.89 -2.95  0.028
H -2.62 1.20 2.11  0.423

<2>
Molecular formula: C4H6N3
Method: DFT, ωB97M-V with the def2-TZVPD basis set

Computed properties:
E_LUMO in eV: -4.87
Kohn-Sham gap in eV: 8.547
Total charge: +1
HOMO in eV: -13.42

Last column: natural (NBO) charge in e.
Positions of all 13 atoms, in Å:
N 1.18 -0.54 0.37  -0.589
H -2.33 -3.36 -0.62  0.270
H -0.89 1.47 1.21  0.282
N 0.39 1.38 -0.49  -0.458
C -2.09 -2.29 -0.44  0.138
H 0.29 2.09 -1.30  0.472
C 0.96 0.26 -0.76  0.394
H 1.30 -0.09 -1.76  0.257
H 0.63 2.24 1.60  0.296
N -1.75 -1.17 -0.43  -0.407
C 0.13 1.45 1.02  -0.357
H 1.53 -1.51 0.17  0.461
C 0.65 0.06 1.42  0.241

<3>
Molecular formula: C4H6N3
Method: DFT, ωB97M-V with the def2-TZVPD basis set

Computed properties:
E_LUMO (spin up / spin down) in eV: -7.49 / -7.77
Kohn-Sham gap (spin up / spin down) in eV: 8.026 / 7.656
Total charge: +1
HOMO (spin up / spin down) in eV: -15.52 / -15.43

Last column: natural (NBO) charge in e.
Positions of all 13 atoms, in Å:
H 0.17 1.71 1.20  0.245
H -1.54 -0.06 0.96  0.463
H 1.73 1.60 -1.15  0.257
C -0.12 -0.79 -0.31  0.740
H 1.84 0.69 0.28  0.215
C -0.06 1.39 0.21  -0.225
N 0.84 -0.32 -1.04  -0.566
C -1.63 -3.43 0.54  0.400
H -0.70 2.12 -0.35  0.242
C 1.21 0.98 -0.52  -0.232
H 1.20 -0.71 -1.83  0.446
N -2.30 -3.27 1.44  -0.390
N -0.63 0.06 0.57  -0.596

<2> ends up most stable, edging out the next structure by 58.5 kcal/mol.

<1>
Molecular formula: C21H22N4O3S2
Method: DFT, ωB97M-V with the def2-TZVPD basis set

Computed properties:
E_LUMO in eV: -0.06
Kohn-Sham gap in eV: 7.746
HOMO in eV: -7.81

Last column: natural (NBO) charge in e.
Positions of all 52 atoms, in Å:
C 0.67 0.56 0.00  -0.320
H -2.52 4.29 -0.93  0.225
C 7.05 0.51 -0.29  -0.088
N -1.01 2.06 -0.80  -0.533
O 8.41 0.22 -0.09  -0.708
H -3.52 -6.37 3.55  0.230
C -2.95 -0.13 0.35  0.074
O -4.66 -3.68 2.10  -0.395
H 3.55 2.92 -1.24  0.249
C -1.56 -0.07 0.32  -0.155
C 6.50 -0.13 -1.58  -0.080
H -3.68 1.87 0.06  0.236
H -4.00 0.75 -1.26  0.222
S -0.38 4.32 -2.01  0.268
S 0.87 -0.98 0.81  0.366
C 4.59 1.23 -2.10  -0.075
H -5.44 -1.77 0.10  0.215
C -0.66 0.92 -0.20  0.221
C -3.56 -1.24 0.94  0.005
C -3.32 -3.47 2.06  0.225
H -5.43 0.96 1.40  0.204
H 4.79 2.21 -0.16  0.195
C 4.01 1.99 -0.90  -0.255
H 6.44 0.18 0.56  0.158
C -5.05 -1.10 0.87  -0.437
C -4.85 -4.86 2.70  0.101
O 5.11 -0.04 -1.73  -0.543
N -1.44 -2.21 1.43  -0.435
H 8.52 -0.74 -0.01  0.464
H -5.53 -1.36 1.81  0.228
H 7.02 0.30 -2.44  0.169
C -3.66 -5.43 3.06  -0.313
H -1.60 -4.62 2.74  0.244
H 7.00 1.60 -0.35  0.175
H 3.24 0.28 0.03  0.402
C -5.26 0.38 0.50  -0.394
H 5.36 1.83 -2.59  0.175
H 6.71 -1.21 -1.55  0.180
H -6.12 0.52 -0.15  0.213
H -2.53 3.34 -2.44  0.231
C -2.77 -2.27 1.46  0.164
C -2.66 -4.53 2.64  -0.256
C 0.00 2.81 -1.20  0.277
H 3.79 1.03 -2.81  0.193
C -2.19 4.26 -1.96  -0.730
H -5.87 -5.19 2.82  0.203
C -3.95 0.84 -0.17  -0.429
H -2.54 5.13 -2.50  0.224
C -0.87 -1.16 0.89  0.093
C 1.67 1.45 -0.46  0.441
N 2.98 1.21 -0.25  -0.573
N 1.30 2.57 -1.06  -0.551

<2>
Molecular formula: C21H22N4O3S2
Method: DFT, ωB97M-V with the def2-TZVPD basis set

Computed properties:
E_LUMO in eV: 0.35
Kohn-Sham gap in eV: 8.716
HOMO in eV: -8.36

Last column: natural (NBO) charge in e.
Positions of all 52 atoms, in Å:
H 1.64 -1.10 -1.55  0.411
C 0.11 -2.29 -0.78  -0.123
H 0.91 -4.13 -1.57  0.222
H -0.82 -3.94 -1.84  0.209
H -1.36 0.69 2.20  0.234
C -1.93 -2.53 2.51  -0.356
N -1.96 0.39 -1.97  -0.293
H -1.40 -3.43 2.25  0.191
C 3.29 -0.68 0.35  -0.305
C -0.98 1.31 1.40  -0.149
C 5.32 0.53 -0.35  -0.399
H 5.93 0.84 1.69  0.229
C -2.83 -0.27 -1.26  0.142
C 2.80 3.07 -0.94  -0.255
H 2.51 2.73 -1.94  0.183
H -1.82 -2.18 3.52  0.208
N -2.25 -1.37 -0.69  -0.377
C -3.32 1.77 0.81  0.565
H 6.10 0.99 -0.92  0.238
H -3.22 -0.98 1.91  0.227
H -2.42 -3.30 0.04  0.213
C 4.06 -0.26 1.40  -0.191
N 1.39 -1.63 -0.73  -0.602
C 0.88 2.21 0.17  0.335
H 0.35 3.54 -1.43  0.222
O 2.23 2.26 0.06  -0.497
H -3.86 2.46 -1.22  0.236
C 0.13 -3.42 -1.81  -0.598
O 1.64 -1.89 1.50  -0.627
C -1.88 1.98 0.57  -0.247
H -3.94 -2.36 -0.04  0.234
H 2.51 4.12 -0.81  0.179
S -4.50 0.16 -0.99  0.267
H 0.32 -3.00 -2.80  0.216
C -2.69 -1.89 1.64  -0.210
H 3.78 -0.46 2.42  0.243
C -0.01 2.91 -0.64  -0.335
C 0.38 1.41 1.20  -0.228
H 1.07 0.87 1.83  0.227
C -4.25 1.88 -0.39  -0.600
C 2.04 -1.43 0.45  0.659
C 5.21 0.43 1.01  -0.257
H 3.88 2.97 -0.82  0.203
H -5.24 2.21 -0.08  0.253
H -0.06 -2.69 0.23  0.254
C -0.96 -1.30 -1.11  0.395
S 4.01 -0.22 -1.16  0.437
O -3.75 1.43 1.89  -0.557
C -1.37 2.79 -0.45  -0.053
C -2.87 -2.32 0.21  -0.253
H -2.02 3.35 -1.09  0.203
N -0.79 -0.25 -1.87  -0.323

<1> ends up most stable, edging out the next structure by 23.8 kcal/mol.

<1>
Molecular formula: C4H14NO2
Method: DFT, ωB97M-V with the def2-TZVPD basis set

Computed properties:
E_LUMO in eV: -3.21
Kohn-Sham gap in eV: 11.243
Total charge: +1
HOMO in eV: -14.45

Last column: natural (NBO) charge in e.
Positions of all 21 atoms, in Å:
H -1.24 -2.24 -1.66  0.496
H 0.16 0.86 -1.09  0.453
H 2.00 -2.08 -1.73  0.263
H 2.37 -0.97 -0.29  0.227
H 0.25 -2.53 -0.10  0.205
C 0.45 -0.52 1.76  -0.638
H -2.64 3.72 0.58  0.509
C -0.35 -0.44 0.50  -0.062
H -1.03 1.44 -0.03  0.465
H 0.46 -1.39 2.34  0.261
H 0.39 1.62 0.45  0.441
O -2.01 3.03 0.30  -0.971
H 0.10 0.20 2.47  0.229
N -0.22 0.91 -0.13  -0.695
C 1.65 -1.26 -1.10  -0.632
H -1.52 3.61 -0.30  0.477
C 0.23 -1.52 -0.56  0.085
O -0.69 -1.45 -1.67  -0.740
H 1.57 -0.29 -1.73  0.181
H -1.42 -0.56 0.50  0.233
H 1.48 -0.12 1.49  0.212

<2>
Molecular formula: C4H14NO2
Method: DFT, ωB97M-V with the def2-TZVPD basis set

Computed properties:
E_LUMO in eV: -3.05
Kohn-Sham gap in eV: 10.621
Total charge: +1
HOMO in eV: -13.67

Last column: natural (NBO) charge in e.
Positions of all 21 atoms, in Å:
H -0.98 -1.66 -2.82  0.260
H -0.64 -2.26 -0.85  0.233
H 2.11 2.49 3.42  0.483
N -0.77 -0.37 0.26  -0.714
C -0.48 1.74 -2.49  -0.305
O 1.99 1.57 3.72  -0.973
C -0.24 0.39 -2.36  -0.281
O 1.10 -1.34 2.07  -0.987
H -2.20 -1.62 -0.38  0.225
H -2.17 -0.39 -2.62  0.245
H 1.94 -1.81 2.11  0.502
H 0.79 0.15 -2.67  0.227
H -1.37 2.23 -2.20  0.191
H -0.84 0.55 -0.22  0.442
H -1.41 -0.47 1.08  0.445
C -1.26 -1.35 -0.82  -0.204
H 1.21 -0.50 2.56  0.503
C -1.18 -0.69 -2.27  -0.476
H 2.81 1.41 4.32  0.491
H 0.23 2.41 -2.93  0.222
H 0.18 -0.35 0.63  0.470

<3>
Molecular formula: C4H14NO2
Method: DFT, ωB97M-V with the def2-TZVPD basis set

Computed properties:
E_LUMO in eV: -2.87
Kohn-Sham gap in eV: 12.297
Total charge: +1
HOMO in eV: -15.16

Last column: natural (NBO) charge in e.
Positions of all 21 atoms, in Å:
H -1.24 0.39 -0.41  0.478
H -1.16 -1.25 -0.92  0.427
H -1.05 -1.61 1.32  0.233
H 0.70 -2.91 0.77  0.237
C -0.27 -1.00 0.87  -0.250
C 0.98 -1.88 0.56  -0.420
H -3.41 1.85 0.68  0.508
H 0.47 3.20 1.35  0.477
C 0.62 -0.27 -1.18  -0.223
H 1.10 3.92 0.19  0.488
H 0.91 -2.38 -1.54  0.216
O -2.57 1.51 0.35  -0.978
O 0.62 3.11 0.42  -0.963
C 1.36 -1.60 -0.93  -0.415
H 2.43 -1.48 -1.02  0.254
H 0.37 0.02 -2.19  0.234
H 1.81 -1.56 1.19  0.234
H -2.17 2.25 -0.11  0.489
H 1.18 0.46 -0.60  0.234
N -0.69 -0.47 -0.45  -0.504
H -0.03 -0.30 1.67  0.245

<3> ends up most stable, edging out the next structure by 20.6 kcal/mol.